This record from OMol25 describes a single C3H4O3 molecule. The level of theory is ωB97M-V/def2-TZVPD.

orbital gap	0.327	Ha
relative energy (zero: lowest compared OMol25 entry of this formula, charge and spin)	4.104	eV
HOMO level	-9.32	eV
LUMO level	-0.4	eV

```
! RIJCOSX wB97M-V def2-TZVPD def2/J DEFGRID3
* xyz 0 1
O 1.5337 -1.2336 0.3969
O 1.2396 0.9617 -0.1400
O -1.2338 -1.7059 0.0839
C -0.7040 -0.4419 -0.1487
C 0.3301 1.8993 0.0872
C 0.7787 -0.3703 0.0792
H -0.6808 -2.1308 0.7503
H 0.7485 2.7925 -0.4131
H -0.9265 -0.1337 -1.1794
H -1.0856 0.3627 0.4837
*
```

This record from OMol25 describes a molecular structure, C19H25Cl3CrN7SSi at a distorted geometry. The level of theory is ωB97M-V/def2-TZVPD.

orbital gap (alpha / beta)	0.231 / 0.224	Ha
relative energy (zero: lowest compared OMol25 entry of this formula, charge and spin)	0.397	eV
<S²>	3.785
HOMO level (alpha / beta)	-13.05 / -13.17	eV
LUMO level (alpha / beta)	-6.8 / -7.1	eV

```
! RIJCOSX wB97M-V def2-TZVPD def2/J DEFGRID3
* xyz 2 4
Cr 0.4689 -0.0527 0.4491
Cl 2.8691 0.8869 5.1505
Cl 5.1351 0.8140 3.3231
Cl 3.6577 -1.6352 3.8985
S -0.0610 -1.9158 2.0129
Si -2.1509 -1.3549 -1.5209
N -1.5859 -1.5146 4.1163
N -0.5181 -1.0251 -0.9194
N -0.8150 0.9223 1.6601
N 1.6953 -1.0310 -0.8183
N 0.2673 1.7240 -0.5141
N 1.8669 0.4583 1.7527
N -1.2593 0.3320 2.8053
C 4.1036 -0.7231 -0.4553
C 2.0653 -2.8495 -2.8274
C -0.8430 3.8378 -0.4508
C 0.7227 2.0135 -1.7306
C 2.6238 0.3461 2.6019
C 0.4156 3.1986 -2.3784
C 2.9502 -1.3578 -1.1723
C -2.5789 -3.1805 -1.3903
C -1.0195 -0.9853 3.0393
C -1.0491 2.1689 1.4199
C -1.7602 3.1161 2.3244
C 0.7762 -2.5069 -2.4734
C -2.2064 -0.6472 -3.2677
C 0.6053 -1.5636 -1.4545
C -3.2606 -0.3799 -0.3515
C 3.1611 -2.2681 -2.1903
C -0.3682 4.1329 -1.7217
C -0.5234 2.6179 0.1220
C 3.5537 0.1359 3.6979
H -2.1388 -0.9885 4.7747
H 4.8958 -0.4799 -1.1605
H -1.4696 4.5431 0.0766
H -0.0767 -2.9389 -2.9726
H 2.2276 -3.5808 -3.6087
H -3.6250 -3.3317 -1.6663
H -1.8144 2.7650 3.3522
H 0.7883 3.3813 -3.3759
H 4.1703 -2.5179 -2.4840
H -4.2880 -0.3901 -0.7212
H -1.9805 -3.8210 -2.0373
H 4.5186 -1.4238 0.2735
H -2.7769 3.3034 1.9704
H -1.8824 0.8513 3.4043
H -2.4504 -3.5347 -0.3657
H -2.9497 0.6650 -0.2695
H -0.6132 5.0757 -2.1913
H -1.4306 -2.4899 4.3153
H -1.3622 -0.9747 -3.8757
H -2.2037 0.4447 -3.2469
H 3.7955 0.1824 0.0616
H 1.3540 1.2695 -2.1998
H -3.2691 -0.8286 0.6452
H -1.2350 4.0704 2.3356
H -3.1224 -0.9654 -3.7708
*
```

This record from OMol25 describes a molecular structure, C31H27ClN2O9PV at a distorted geometry. The level of theory is ωB97M-V/def2-TZVPD.

orbital gap (alpha / beta)	0.232 / 0.231	Ha
relative energy (zero: lowest compared OMol25 entry of this formula, charge and spin)	1.578	eV
<S²>	0.776
HOMO level (alpha / beta)	-4.96 / -5.11	eV
LUMO level (alpha / beta)	1.4 / 1.2	eV

```
! RIJCOSX wB97M-V def2-TZVPD def2/J DEFGRID3
* xyz -1 2
V 0.0434 1.5466 0.7408
Cl 1.0316 3.7014 2.4643
P 0.4344 -0.6003 -0.0649
O -0.1377 3.0757 -2.3033
O -1.6765 -0.1203 4.0212
O 1.6992 2.4182 2.4473
O 0.9120 2.2251 -0.5411
O 1.8083 1.8693 -6.8878
O 0.4293 3.8970 3.7538
O 3.0540 -0.0295 -6.9595
O -0.0376 3.6740 1.4769
O 1.9428 4.7450 2.1634
N 2.2794 0.5137 -2.0839
N -1.0198 0.9261 2.1463
C -0.4849 -1.8238 0.9945
C -3.0785 2.6613 0.7612
C -1.9238 1.8745 2.8551
C 3.2461 -0.0601 -4.1894
C 2.8945 -0.5431 1.1245
C 4.0647 -1.0568 1.6634
C 1.5554 1.6085 -4.0844
C -1.9190 -1.6219 -3.8898
C -0.6276 -3.1313 0.5301
C -1.0334 -4.1649 1.3535
C -1.3256 -3.9013 2.6868
C -2.4316 -0.8316 -2.8709
C 2.4248 0.8993 -6.4209
C -1.2733 -2.6089 3.1517
C 1.5301 1.4216 -2.7101
C -0.3720 -1.0937 -1.6343
C -1.0974 -0.2068 2.7975
C -3.2694 1.9443 2.0995
C 0.1176 -1.9147 -2.6421
C 0.6772 2.3096 -1.8366
C 3.6057 -3.1769 0.6426
C -0.6503 -2.1655 -3.7702
C -1.6587 -0.5663 -1.7538
C -1.9858 1.2584 4.2465
C 2.3973 0.8133 -4.8509
C 2.0611 -1.3485 0.3498
C -4.3311 2.6747 2.9228
C -0.8824 -1.5462 2.3140
C 3.1555 -0.1722 -2.8121
C 4.4178 -2.3770 1.4325
C 2.4328 -2.6684 0.1060
H -2.7736 3.6954 0.9266
H -3.4291 -0.4187 -2.9498
H 0.9422 2.3655 -4.5525
H -1.2292 1.7006 4.8987
H 2.6233 0.4862 1.3120
H 1.8038 -3.3128 -0.4933
H -2.0408 0.0649 -0.9564
H -2.5045 -1.8045 -4.7814
H -1.5042 2.8720 2.9051
H -4.6732 2.0829 3.7718
H -1.1128 -5.1711 0.9626
H 5.3258 -2.7818 1.8614
H -1.5562 -2.3785 4.1685
H 1.1090 -2.3376 -2.5679
H -0.2467 -2.7825 -4.5626
H -3.6097 0.9181 1.9134
H 3.7943 -0.8570 -2.2613
H 4.6889 -0.4214 2.2788
H -1.6054 -4.7062 3.3542
H -3.9423 3.6255 3.2942
H -2.2969 2.1923 0.1528
H 3.8753 -4.2099 0.4601
H 3.9468 -0.6497 -4.7654
H -0.4175 -3.3409 -0.5098
H -4.0014 2.6487 0.1821
H -5.2021 2.8754 2.2981
H -2.9621 1.3171 4.7195
*
```

This record from OMol25 describes a gas-phase ion, Cl2O4P (charge -1) at a distorted geometry. The level of theory is ωB97M-V/def2-TZVPD.

orbital gap (alpha / beta)	0.271 / 0.271	Ha
relative energy (zero: lowest compared OMol25 entry of this formula, charge and spin)	2.300	eV
HOMO level (alpha / beta)	-4.82 / -4.82	eV
LUMO level (alpha / beta)	2.6 / 2.6	eV

```
! RIJCOSX wB97M-V def2-TZVPD def2/J DEFGRID3
* xyz -1 1
Cl 0.0852 -1.2151 1.2274
Cl -1.4051 -0.6476 -2.1206
P 0.4959 0.5911 -0.3877
O 1.5068 0.0335 -1.3255
O -0.9648 0.5793 -1.0463
O 0.5173 1.9128 0.2350
O -0.6168 -1.9288 2.5492
*
```

This record from OMol25 describes 2 unconnected molecules or ions with the total composition C2H10NOS at a distorted geometry. The level of theory is ωB97M-V/def2-TZVPD.

orbital gap	0.376	Ha
relative energy (zero: lowest compared OMol25 entry of this formula, charge and spin)	1.141	eV
HOMO level	-13.58	eV
LUMO level	-3.3	eV

```
! RIJCOSX wB97M-V def2-TZVPD def2/J DEFGRID3
* xyz 1 1
S 0.4609 1.9775 1.4951
O -0.0006 -2.9405 -0.4717
N -1.0243 -0.1400 0.4674
C 0.9646 1.3687 -0.1436
C -0.3061 0.6188 -0.6545
H -1.7073 0.5248 0.8548
H 0.6513 -3.0044 -1.1249
H 1.0415 2.1482 -0.7315
H 1.9162 0.8194 -0.1918
H -1.5243 -0.9519 0.1334
H 0.0533 -0.1803 -1.2597
H 1.4944 2.8240 1.5341
H -0.2549 -3.8690 -0.3262
H -0.5085 -0.3655 1.3560
H -1.2561 1.1701 -0.9369
*
```